DFT (ωB97M-V with the def2-TZVPD basis set) results for C6H12O in the gas phase.

Summary:
SMILES string = C[C@@H]1C[C@@H]1[C@@H](C)O
HOMO energy = -0.3647 hartree
Net charge = 0
Lowest unoccupied orbital energy = 1.0694 eV
Energy relative to the best compared isomer or geometry (same formula, charge and spin) = 153.0 kJ/mol
Frontier orbital gap = 11.0 eV

Element x y z (Å)
C (2.555, -0.155, -0.060)
C (1.033, -0.194, 0.174)
O (0.942, -0.575, 1.552)
C (-0.003, 0.936, 0.007)
C (-1.041, 1.189, -1.075)
C (-1.475, 0.419, 0.125)
C (-1.778, -1.073, -0.012)
H (2.863, 0.026, -1.093)
H (2.901, -1.166, 0.205)
H (3.090, 0.524, 0.613)
H (0.672, -1.010, -0.461)
H (0.164, -0.131, 1.910)
H (0.241, 1.815, 0.612)
H (-1.032, 0.663, -2.028)
H (-1.425, 2.206, -1.151)
H (-2.137, 0.931, 0.824)
H (-1.565, -1.447, -1.020)
H (-2.831, -1.303, 0.189)
H (-1.174, -1.655, 0.691)